(1)
ORCA calculation (ωB97M-V/def2-TZVPD) on a single C5H10N2O molecule.

Computed properties:
HOMO level (spin up / spin down) (eV): -8.0 / -8.0
Energy above the lowest of the compared OMol25 structures with the same formula, charge and spin (kcal/mol): 98.4
Spin multiplicity: 1
Calculated total energy (hartree): -381.1287
E_LUMO (spin up / spin down) (eV): 0.067 / 0.069

```
18
Properties=species:S:1:pos:R:3:forces:R:3:nbo_charge:R:1
C 0.1933 -0.1503 -0.7360 -0.342 1.344 -1.816 0.1270
C -0.4396 2.3991 -0.5922 0.186 -0.174 0.073 -0.6651
N 0.8190 -1.0775 -1.5953 0.401 -0.353 0.124 -0.8281
H 0.4041 -1.9983 -1.5215 0.220 0.074 -0.004 0.3787
O 0.0526 0.3180 1.8797 -0.474 -0.364 -0.225 -0.6982
H 0.9847 -2.0328 1.9854 -0.068 -0.152 0.061 0.2204
C 0.0776 1.1428 -1.1972 1.140 -0.174 -0.378 -0.0031
H 1.8269 -1.0779 -1.5047 -0.141 -0.287 -0.014 0.3733
H -0.1868 2.4730 0.4637 -0.162 0.149 0.044 0.2058
N -1.0957 -0.4632 -0.1095 -0.471 -0.148 2.443 -0.6116
H -1.5219 2.4839 -0.7278 -0.015 -0.137 0.153 0.2455
H 0.0063 3.2538 -1.1125 -0.036 -0.126 0.142 0.2251
H 0.3734 1.2729 -2.2384 0.183 -0.150 0.030 0.1951
C -0.2295 -0.6288 0.8995 -1.718 0.101 -0.010 0.5504
H -0.7527 -2.2121 2.2223 -0.108 0.227 -0.194 0.2470
C 0.0176 -2.0066 1.4779 1.515 0.087 -0.474 -0.6644
H -0.0066 -2.7700 0.7021 -0.086 0.070 0.085 0.2212
H -0.5229 1.0741 1.7043 -0.022 0.012 -0.040 0.4811
```
Positions in Å, forces in eV/Å.

(2)
ORCA calculation (ωB97M-V/def2-TZVPD) on C44H42As2N4O4S2Sc as an isolated structure.

Computed properties:
HOMO level (eV): -9.0
Energy above the lowest of the compared OMol25 structures with the same formula, charge and spin (kcal/mol): 62.2
Spin multiplicity: 1
Calculated total energy (hartree): -8250.2682
Charge: +1
E_LUMO (eV): -3.992

```
99
Properties=species:S:1:pos:R:3:forces:R:3:lowdin_charge:R:1
C 6.5987 6.9177 -0.2962 0.667 -0.951 -0.891 -0.0582
C -4.5051 -0.7916 -1.9462 -1.591 -1.060 0.337 -0.5376
C -5.2761 -5.9268 -0.9211 0.587 -2.822 2.751 -0.0797
H -5.7615 1.3076 0.4737 0.282 -0.519 -0.230 0.1088
C -0.8521 1.8177 6.8610 0.455 -0.338 -0.405 -0.0055
H -1.4642 2.0104 4.7941 -0.390 0.578 -0.666 0.1048
H 6.4801 7.9905 -0.4032 -0.351 0.171 -0.165 0.0765
H 2.2430 0.7783 7.8496 -0.285 0.372 -0.761 0.1239
C -3.0086 -2.1642 -4.2672 1.543 1.702 2.019 -0.4536
H 0.4244 -1.6379 -1.1165 0.160 0.016 0.255 0.0803
H 3.8102 1.0586 -5.8828 -0.240 -0.257 1.221 0.0632
C 0.5748 -5.1587 -2.7087 0.372 0.436 -1.260 -0.0976
H -0.7488 2.7639 -0.5744 -0.369 0.412 0.421 0.1352
H -5.5469 -1.7503 -3.4928 -0.897 -0.132 0.620 0.0980
H -0.0289 1.1401 8.7504 0.304 0.237 -0.621 0.1334
C 1.6368 1.2687 5.7521 -0.867 1.418 1.540 -0.1848
C 5.3061 6.2261 0.0919 -0.779 -0.506 0.448 -0.2308
C 5.2319 -0.5093 2.7996 1.282 -0.986 -1.242 -0.0528
O 1.5978 4.2729 2.9123 -0.745 -0.452 -0.278 -0.4528
H -2.2281 -4.9466 1.2171 0.329 -0.201 0.585 0.0696
H -7.8939 0.7799 -0.7616 0.466 -0.235 -0.007 0.1016
H 4.6145 -1.1265 2.1245 0.210 0.581 0.209 0.0794
H 5.2021 -0.8170 -5.0187 0.416 0.787 0.378 0.0558
H -3.6883 0.2969 -0.3137 0.303 -0.019 -0.001 0.0582
C -3.0660 -5.3179 0.6584 -0.439 0.542 0.153 -0.1581
H 6.9319 6.5004 -1.2968 -0.090 0.589 1.236 0.0949
C 1.6424 -3.0140 -2.1824 -0.134 -1.986 0.080 -0.0841
C 3.3463 4.8616 -0.3831 -0.271 -0.428 -1.049 -0.0576
H 2.7486 4.3679 -1.1799 0.229 0.074 1.090 0.1290
C -0.6615 1.8898 5.4774 2.368 -0.211 2.195 -0.0408
C -3.0741 -1.7434 -6.6074 -0.274 -1.274 -0.445 -0.0861
H -7.8223 -0.7402 -2.6766 0.323 -0.294 0.141 0.0972
N 4.4718 -0.0992 3.9484 -1.943 0.782 0.910 -0.1296
C 4.7136 6.5520 1.3387 0.223 -0.310 0.054 -0.0247
C -6.9401 0.2963 -1.0010 -0.007 -1.272 -1.552 -0.0798
C -5.7621 0.5671 -0.3355 -0.475 0.100 -0.265 -0.0870
C 1.4793 1.1955 7.1704 -0.538 -1.596 -0.686 0.0285
H -6.2041 -6.1131 -1.4030 -0.455 -0.359 -0.560 0.0939
C -3.3526 -3.4491 -4.4168 -2.191 -2.046 -0.344 -0.1572
S 2.2837 0.3396 2.4366 0.229 0.203 1.370 0.7217
H 5.9230 -0.4662 5.5534 -0.022 0.620 -0.432 0.1497
H -4.3451 -4.8969 -5.7548 0.936 1.802 0.021 0.1343
S 1.1972 4.7830 1.5041 -0.514 -0.431 0.021 0.7074
H 4.2989 1.2808 6.8915 -0.243 -0.687 -0.458 0.1360
C -0.5640 -4.6833 -2.1040 -1.843 -0.177 1.123 -0.1327
C 4.9852 0.0614 -4.3810 -1.306 -0.288 -2.150 -0.0882
C 4.6084 5.2978 -0.7742 0.113 2.403 1.430 -0.0169
H -1.1939 4.2460 0.3106 -0.886 1.134 -0.400 0.1006
H -2.9554 -1.1718 -7.5161 0.270 0.280 0.162 0.1018
C 4.0975 0.9739 -4.8093 0.976 -0.498 0.051 -0.0804
H -4.8401 -4.1957 -2.0450 0.248 -0.336 0.523 0.0914
C 3.1665 0.4217 3.9438 1.556 -0.838 -1.589 -0.5810
C -4.5883 -0.0116 -0.8250 0.488 1.349 1.117 -0.1833
C -3.8638 -3.8560 -5.6495 0.416 -1.612 -0.740 -0.0795
C 4.1697 0.7732 5.9284 -1.866 0.847 1.405 0.0004
H -3.4474 -4.1410 -3.5882 0.084 0.226 0.108 0.0731
C -4.8723 -6.7807 0.1903 -1.008 0.321 0.528 -0.0498
H -1.4730 -5.2973 -1.9932 0.551 0.042 -0.495 0.0937
C 0.1844 1.3319 7.6865 0.026 1.242 -0.409 -0.0087
H 7.4216 6.8298 0.4564 -0.724 -0.381 -0.566 0.0926
C 3.4868 6.0095 1.7513 1.344 1.088 0.347 -0.0784
C 0.4977 -2.6489 -1.5068 -0.587 1.538 -0.082 -0.1799
C -0.6455 -3.4289 -1.4743 0.064 -1.647 -0.067 -0.4993
As -2.3111 -2.8743 -0.5215 0.324 0.509 -1.122 1.1112
H 5.4295 0.1293 -3.4279 0.184 -0.211 1.107 0.0190
O -2.8703 2.2116 1.0659 2.292 0.334 0.420 0.0950
H 5.7363 0.3372 2.2402 -0.950 -0.737 0.711 0.1279
N 2.9127 0.9364 5.1867 1.685 -0.206 -0.480 0.0320
C -5.7078 -1.2324 -2.5316 0.592 1.490 -0.906 -0.1096
C -2.7272 -1.3315 -5.3469 -0.159 1.193 0.681 -0.1378
As -2.7606 -1.3297 -2.4613 1.291 -0.305 -0.082 1.1141
H 5.2125 7.2379 2.0463 -0.148 -0.336 -0.672 0.1251
C -3.6407 -3.0260 -6.7438 -0.552 -0.242 -0.942 -0.0935
H 0.5951 -6.0350 -3.3786 -0.138 0.141 0.972 0.1160
H -3.6309 -6.9717 1.9402 0.468 -0.865 1.200 0.0775
C 1.6733 -4.3162 -2.7430 1.290 0.857 0.099 -0.0948
H 2.5125 -2.3748 -2.1728 0.039 0.025 -0.202 0.0920
H -5.5174 -7.6598 0.4827 0.717 1.094 -0.546 0.1118
N 0.6147 1.7428 4.9747 0.330 -1.670 0.683 0.0104
O -1.1392 2.1493 2.5265 0.184 -0.161 -0.311 -0.1696
H 2.6112 -4.6775 -3.1849 -0.463 0.245 -0.026 0.1020
C -4.5166 -4.8652 -1.2285 0.546 2.455 -0.611 -0.1502
C 2.8475 5.1722 0.8795 -1.536 -0.375 -0.320 -0.2915
H -3.8965 -3.3849 -7.7647 0.010 0.366 0.881 0.1116
Sc 0.7475 2.3265 2.8771 0.439 1.407 -1.718 0.9180
N 0.6425 3.4287 0.8074 0.216 0.346 1.836 -0.2659
H 3.7549 1.6708 -4.0487 -0.037 0.463 -0.590 0.0320
H 6.0567 -1.1916 3.1267 -0.714 0.641 0.000 0.1117
C 5.0279 0.0517 5.2134 -0.440 0.144 -0.382 -0.0220
C -6.8909 -0.6200 -2.1179 -0.507 0.698 0.752 -0.0752
H 3.0509 6.3179 2.7216 0.305 -0.373 -0.796 0.1310
H 4.8969 5.2324 -1.8168 0.268 -0.430 0.168 0.1113
C -1.7072 2.4589 1.3466 -1.383 0.513 -0.392 -0.5033
O 0.3693 5.9882 1.5526 0.977 -1.882 -0.284 -0.2674
C -3.4269 -4.5089 -0.4205 0.688 -0.509 -0.392 -0.4627
H -1.7763 2.1733 7.2924 -0.268 -0.548 -0.052 0.1210
C -0.7695 3.2863 0.4016 0.574 -1.351 -0.507 -0.1552
H -2.2892 -0.3449 -5.1074 -0.378 -0.500 -0.480 0.0957
C -3.8142 -6.4316 1.0694 -1.240 1.037 -3.732 -0.0660
```
Positions in Å, forces in eV/Å.

(3)
ORCA calculation (ωB97M-V/def2-TZVPD) on C2H2Br3NO2 as an isolated structure.

Computed properties:
HOMO level (spin up / spin down) (eV): -9.8 / -8.7
Energy above the lowest of the compared OMol25 structures with the same formula, charge and spin (kcal/mol): 69.7
Spin multiplicity: 1
Calculated total energy (hartree): -8004.4469
E_LUMO (spin up / spin down) (eV): -1.405 / -1.948

```
10
Properties=species:S:1:pos:R:3:forces:R:3:nbo_charge:R:1
C 2.6684 -0.0642 -0.0452 -0.454 -0.866 -0.627 -0.5292
Br 2.8175 -0.5660 1.7238 0.598 0.186 -0.399 0.2929
H -0.2877 0.5893 -0.2053 0.349 -1.470 -0.128 0.2247
Br 3.2000 -1.2204 -1.4431 0.192 -0.275 0.467 0.1707
N 0.3055 -1.4303 0.3265 -1.663 0.554 0.998 0.3944
H -0.0981 -0.7737 -1.5951 0.160 0.402 0.658 0.2110
O 0.5998 -2.5382 -0.1130 0.293 -0.062 0.707 -0.4157
C -0.0061 -0.4377 -0.5505 0.317 1.550 -1.486 -0.1136
Br 2.8356 1.6871 -0.5538 0.034 1.147 0.211 0.1902
O 0.1615 -1.0890 1.5285 0.174 -1.165 -0.404 -0.4255
```
Positions in Å, forces in eV/Å.

> Which of these has the highest energy above the lowest of the compared OMol25 structures with the same formula, charge and spin?

C5H10N2O